{"formula": "C6H8FeO6", "method": "ωB97M-V with the def2-TZVPD basis set", "orbital_gap_ev": [6.109, 8.633], "homo_energy_ev": [-7.009, -10.246], "multiplicity": 7, "s_squared": 12.019, "species": ["O", "O", "C", "C", "C", "H", "H", "H", "H", "H", "C", "C", "O", "C", "O", "O", "O", "H", "H", "H", "Fe"], "xyz": [[1.9013, -0.3806, -1.6516], [0.1520, -1.6788, -1.8192], [0.5945, -0.5632, -1.4375], [2.4515, 0.9254, -1.4502], [3.9531, 0.8451, -1.6083], [2.0140, 1.6153, -2.1864], [2.1803, 1.2812, -0.4466], [4.2279, 0.4310, -2.5882], [4.3815, 1.8538, -1.5313], [4.3959, 0.2158, -0.8242], [-1.6553, -0.4698, 1.1965], [-2.8057, 0.4932, 1.4549], [-3.7122, -0.2053, 2.3303], [-3.3166, -1.4706, 2.4759], [-2.1863, -1.7102, 1.8418], [-3.9636, -2.3005, 3.0714], [-0.2466, -0.0164, -0.0894], [-0.8775, -0.2311, 1.9480], [-3.3892, 0.8124, 0.5803], [-2.4822, 1.4178, 1.9486], [-1.6167, -0.8644, -1.2148]], "lowdin_spin": [0.048, 0.159, 0.150, 0.006, 0.001, 0.001, 0.003, 0.000, 0.000, 0.000, 0.526, 0.089, 0.021, 0.012, 0.082, 0.010, 0.305, 0.017, 0.038, 0.009, 4.523]}

---

{"formula": "C6H8HgO6", "method": "ωB97M-V with the def2-TZVPD basis set", "orbital_gap_ev": [5.232, 7.330], "homo_energy_ev": [-14.121, -18.702], "multiplicity": 3, "charge": 2, "s_squared": 3.022, "species": ["O", "C", "O", "O", "C", "C", "C", "C", "O", "C", "O", "Hg", "H", "H", "H", "H", "H", "H", "H", "O", "H"], "xyz": [[-0.0260, -0.9063, 4.0575], [-0.8508, -1.6144, 4.6722], [-0.6521, -2.1803, 5.7588], [-2.0830, -1.8227, 4.1023], [-2.3414, -1.1189, 2.9443], [-3.0505, -1.8417, 1.9475], [-3.7364, -1.1803, 0.8473], [-3.9979, -1.9686, -0.4076], [-2.6808, -2.0300, -1.1732], [-2.4860, -2.4050, -2.3065], [-2.7429, -3.0099, -3.2548], [1.7806, -1.3614, 6.2629], [-1.3969, -0.9945, 2.3123], [-2.6643, -0.0756, 3.0963], [-3.0540, -2.9377, 2.0171], [-3.3758, -0.1585, 0.6594], [-4.7419, -1.0238, 1.3138], [-4.6925, -1.4506, -1.0718], [-4.2736, -3.0147, -0.2452], [-0.2707, -1.6676, -2.9357], [-0.2150, -0.7128, -2.7404]], "lowdin_spin": [0.637, 0.048, 0.557, 0.033, 0.131, 0.621, 0.103, 0.012, 0.008, 0.004, 0.009, 0.712, 0.051, 0.015, 0.028, 0.007, 0.037, 0.000, 0.000, -0.991, -0.020]}

---

{"formula": "C6H8INO3", "method": "ωB97M-V with the def2-TZVPD basis set", "orbital_gap_ev": 9.605, "homo_energy_ev": -9.873, "multiplicity": 1, "species": ["C", "C", "C", "C", "C", "C", "N", "O", "O", "O", "I", "H", "H", "H", "H", "H", "H", "H", "H"], "xyz": [[-0.1039, -3.1563, 0.7427], [0.1774, -2.4589, -0.1832], [-0.9454, 1.8269, -0.1070], [0.5945, 0.6598, 1.3917], [0.4524, -1.0605, -1.5817], [-0.1927, 0.5146, 0.1483], [0.6912, 0.1360, -0.9699], [-1.7448, 1.6978, -1.2413], [-0.9179, 2.8476, 0.5166], [1.5276, 1.6385, 1.3730], [-1.2089, -1.3059, -2.9130], [-0.3294, -3.6848, 1.6156], [1.1924, -0.1578, 1.8347], [-0.2566, 0.7099, 2.1847], [1.1697, -1.7314, -1.9840], [-1.0688, -0.2274, 0.2630], [1.6632, 0.4305, -0.9589], [-1.7555, 0.7913, -1.5586], [1.0554, 2.5302, 1.4274]], "lowdin_charge": [-0.004, -0.103, -0.424, -0.307, -0.664, -0.256, -0.041, 0.055, 0.139, -0.036, 0.911, -0.001, 0.138, 0.161, 0.022, 0.177, 0.155, -0.054, 0.132]}

---

{"formula": "C6H8LiNdO6", "method": "ωB97M-V with the def2-TZVPD basis set", "orbital_gap_ev": [7.135, 8.384], "homo_energy_ev": [-17.065, -17.073], "multiplicity": 4, "charge": 2, "s_squared": 3.754, "species": ["O", "C", "C", "O", "O", "C", "H", "H", "H", "H", "Nd", "O", "O", "C", "C", "O", "C", "H", "H", "H", "H", "Li"], "xyz": [[-1.3920, 0.0067, 0.8847], [-1.1157, -0.2574, -0.6157], [-2.4656, 0.9440, 0.9927], [-1.1298, -1.4837, -0.9005], [-2.0643, 0.5284, -1.2406], [-2.5110, 1.5764, -0.3919], [-2.2678, 1.6853, 1.7757], [-3.3816, 0.3908, 1.2341], [-1.8311, 2.4378, -0.4602], [-3.5202, 1.8645, -0.7022], [0.5064, 0.1735, 2.1356], [0.7446, 1.3080, 0.1304], [1.3123, -0.1958, -1.4171], [2.6118, -0.3319, -0.7977], [2.4960, -1.4369, 0.2715], [1.3073, -1.3641, 1.0070], [0.4271, 0.4540, -0.7094], [3.3001, -0.6295, -1.5938], [2.9225, 0.6246, -0.3645], [3.3947, -1.3861, 0.9067], [2.5769, -2.4115, -0.2441], [0.0795, -2.4972, 0.0992]], "lowdin_spin": [-0.009, 0.001, -0.001, -0.001, 0.000, 0.000, 0.000, 0.000, 0.000, 0.000, 3.029, -0.006, -0.001, 0.000, 0.000, -0.010, -0.001, 0.000, 0.000, 0.000, 0.000, 0.000]}

---

Here are the calculated ΔE to the lowest compared entry with this formula, charge and spin numbers, same order: 3.149 4.032 1.502 0.891 (eV).